*a*
The following is a quantum chemistry calculation of an isolated molecule of C3H4N2O2, from OMol25.

CARTESIAN COORDINATES (ANGSTROEM)
O -1.39473 -1.39541 -1.45400
C -0.52084 -0.65423 -0.73933
C 0.47596 0.14547 -1.20656
N 1.02017 0.71517 -0.05282
C 0.31479 0.23396 0.98406
O 0.52112 0.71136 2.22534
N -0.61101 -0.61908 0.62836
H -1.94724 -1.82991 -0.78951
H 0.76620 0.44829 -2.19582
H 1.73879 1.41770 0.00501
H -0.36321 0.82668 2.59525

## Properties
- E_LUMO (eV) = 0.71
- frontier orbital gap (eV) = 8.76
- multiplicity = 1
- total charge = 0
- SMILES string = Oc1c[nH]c(O)n1

Atom charges from the Mulliken analysis, given in e for atoms 1 to 4: -0.52 0.62 -0.57 0.02

=====

*b*
The following is a quantum chemistry calculation of an isolated molecule of C3H4N2O2, from OMol25.

CARTESIAN COORDINATES (ANGSTROEM)
N -1.05336 -0.39600 2.32454
C -0.26730 -0.43658 1.49535
C 0.61068 -0.61570 0.29819
O 0.08970 -1.62473 -0.53556
C 0.51551 1.02620 -0.51368
N -0.72950 1.11626 -1.04208
O -1.65346 0.28801 -0.90372
H 1.60902 -0.86059 0.45914
H -0.88032 -1.58209 -0.52684
H 1.14864 1.30027 -1.41581
H 0.61039 1.78495 0.36047

## Properties
- E_LUMO (alpha / beta) (eV) = -0.85 / -0.85
- frontier orbital gap (alpha / beta) (eV) = 8.42 / 8.42
- multiplicity = 1
- total charge = 0
- SMILES string = N#C[C@@H](O)CN=O

Atom charges from the Mulliken analysis, given in e for atoms 1 to 4: -0.39 0.36 -0.20 -0.53

=====

Which of them is most stable, and which least? Most stable: *a*; least stable: *b*.

=====

*a*
The following is a quantum chemistry calculation of a cluster of 2 separate species, C4H11N2OS in total, from OMol25.

CARTESIAN COORDINATES (ANGSTROEM)
C -1.69272 0.23837 -0.58279
C -2.87709 1.01587 -0.35131
C 1.95034 -0.21562 1.40590
C 1.56816 -0.40473 -0.00829
N -0.94836 -0.20133 0.33661
N 1.39705 -1.59276 -0.44920
O -1.25818 0.09927 -1.78068
S 1.93091 0.83016 -1.16786
H -3.61177 0.83384 -1.25440
H -3.39562 0.75646 0.55333
H -2.61016 2.08062 -0.23274
H 1.44004 -0.76525 2.14076
H 1.77051 0.83937 1.88134
H 3.01973 -0.26218 1.53156
H -1.36531 -0.36221 1.27036
H 1.23250 -2.28880 0.25556
H -0.42606 -0.40930 -1.64816
H 1.50406 -1.87794 -1.49864
H 2.37197 1.68616 -0.40134

## Properties
- E_LUMO (eV) = -4.21
- frontier orbital gap (eV) = 9.26
- multiplicity = 1
- total charge = +1

Atom charges from the Mulliken analysis, given in e for atoms 1 to 4: 0.75 -1.02 -1.51 0.60

=====

*b*
The following is a quantum chemistry calculation of the ion C4H11N2OS with charge +1, from OMol25.

CARTESIAN COORDINATES (ANGSTROEM)
N -0.91840 0.20295 -2.14828
C 0.28367 -0.18219 -1.67627
O 1.26241 -0.31501 -2.38041
C 0.32758 -0.58503 -0.18913
N 1.65734 -1.28054 -0.06449
C 0.31672 0.72193 0.65239
C -1.01534 0.98800 1.28317
S -1.46773 -0.30187 2.41248
H -1.04571 0.36501 -3.13630
H -1.73427 0.30662 -1.57481
H -0.43683 -1.33990 -0.03345
H 1.93453 -1.70642 -0.95432
H 1.59309 -1.96575 0.67809
H 2.41297 -0.62701 0.11390
H 0.69103 1.51768 -0.00790
H 1.15400 0.71202 1.35533
H -0.94770 1.94813 1.80421
H -1.83135 1.17146 0.58164
H -2.23602 0.36995 3.28418

## Properties
- E_LUMO (eV) = -3.33
- frontier orbital gap (eV) = 9.50
- multiplicity = 1
- total charge = +1
- SMILES string = NC(=O)[C@@H]([NH3+])CCS

Atom charges from the Mulliken analysis, given in e for atoms 1 to 4: -0.32 0.34 -0.63 -0.19

=====

Which of them is most stable, and which least? Most stable: *b*; least stable: *a*.

=====

*a*
The following is a quantum chemistry calculation of an isolated molecule of C6H9ClO, from OMol25.

CARTESIAN COORDINATES (ANGSTROEM)
C -0.24426 -1.17682 -1.18223
C 0.47522 -0.61506 0.09708
C 2.19824 -0.99883 0.09039
O 2.75024 -1.21343 1.12516
C 0.37370 0.86567 0.17760
Cl 1.51115 1.60283 -1.03487
C 0.00855 1.66468 1.39372
C -1.01633 1.54619 0.36820
H -0.34422 -2.31046 -0.95686
H 0.36755 -1.04278 -1.97390
H -1.30720 -0.80327 -1.23655
H -0.01813 -1.05901 0.91510
H 2.57828 -1.24570 -0.90454
H 0.33920 2.67370 1.69294
H 0.01444 0.88251 2.27541
H -1.68716 0.64998 0.49676
H -1.42682 2.27756 -0.35616

## Properties
- E_LUMO (eV) = 0.86
- frontier orbital gap (eV) = 10.06
- multiplicity = 1
- total charge = 0
- SMILES string = C[C@@H](C=O)C1(Cl)CC1

Atom charges from the Mulliken analysis, given in e for atoms 1 to 4: -1.28 -0.36 -0.05 -0.45

=====

*b*
The following is a quantum chemistry calculation of an isolated molecule of C6H9ClO, from OMol25.

CARTESIAN COORDINATES (ANGSTROEM)
C -1.28932 -0.96095 -0.31522
C 0.25106 -0.61817 -0.44286
C -1.90070 0.35811 -0.39761
C 0.04546 0.55395 0.43949
C 1.15993 -1.69596 0.16246
C 0.82613 1.83748 0.21518
O -1.70824 -2.02799 0.05108
Cl -3.44320 0.73244 0.27643
H 0.56225 -0.22618 -1.53604
H -1.44397 0.88364 -1.22247
H -0.07297 0.52516 1.52461
H 0.77329 -2.65831 -0.06853
H 1.25864 -1.53965 1.22103
H 1.98048 -1.54045 -0.44015
H 0.61638 2.01793 -0.87176
H 1.84768 1.65292 0.45092
H 0.53709 2.70604 0.95343

## Properties
- E_LUMO (eV) = 0.59
- frontier orbital gap (eV) = 9.56
- multiplicity = 1
- total charge = 0

Atom charges from the Mulliken analysis, given in e for atoms 1 to 4: 0.49 0.59 -0.30 -0.50

=====

Which of them is most stable, and which least? Most stable: *a*; least stable: *b*.

=====

*a*
The following is a quantum chemistry calculation of a structure of composition C35H28N6O10S3Sn, from OMol25.

CARTESIAN COORDINATES (ANGSTROEM)
Sn -0.22565 0.89941 -0.85955
O 0.01367 -7.32361 -2.37562
C -1.14538 -6.67713 -1.85871
C -0.93999 -5.18845 -1.83476
C -2.02653 -4.33230 -1.91090
C -1.80224 -2.96767 -1.83830
N -0.59676 -2.42544 -1.69974
C 0.44914 -3.24423 -1.61309
C 0.31563 -4.63125 -1.68586
C 1.78862 -2.61813 -1.37927
C 2.85947 -3.38446 -0.94264
C 4.02042 -2.75637 -0.52526
C 5.04024 -3.54795 0.23955
O 4.45410 -4.09148 1.41460
C 4.10780 -1.38379 -0.66070
C 3.00296 -0.70132 -1.14236
N 1.86987 -1.29565 -1.47257
H -0.15437 -8.27069 -2.38510
H -1.34396 -7.02322 -0.83676
H -2.02609 -6.90875 -2.46758
H -3.03472 -4.71051 -2.03276
H -2.62427 -2.26578 -1.89688
H 1.17282 -5.28255 -1.63293
H 2.76193 -4.44798 -0.78254
H 5.88721 -2.90540 0.50680
H 5.42352 -4.38150 -0.35764
H 3.63776 -3.57982 1.60308
H 4.98157 -0.84312 -0.31830
H 3.00079 0.38161 -1.21692
O -3.21267 3.17226 1.33161
C -2.74205 2.64209 0.32806
O -1.55627 2.16481 0.27500
C -3.59072 2.64806 -0.93356
C -4.58222 3.62919 -0.97071
C -5.39452 3.81859 -2.07166
C -5.22086 3.00120 -3.18184
C -4.25458 2.01525 -3.16034
C -3.42739 1.81008 -2.04603
S -2.34177 0.41923 -2.18012
H -4.68424 4.25089 -0.09189
H -6.14417 4.60052 -2.07114
H -5.83330 3.13464 -4.06645
H -4.11137 1.37319 -4.02045
N 1.59416 5.60535 3.54549
C 1.16044 5.36786 2.22733
C 2.08896 5.23265 1.19502
C 1.66095 5.01364 -0.10104
C 0.30246 4.93252 -0.37932
C -0.62642 5.07320 0.63855
C -0.19560 5.28971 1.93775
S -0.22622 4.62628 -2.04038
O -1.66174 4.70228 -2.02100
O 0.49940 5.53443 -2.91241
N 0.25261 3.12886 -2.25796
C 1.18400 2.78187 -3.15877
S 2.04260 3.83928 -4.28648
C 2.88288 2.45563 -4.89209
C 2.47681 1.34516 -4.23830
N 1.52861 1.52290 -3.26993
H 2.51771 5.24255 3.73039
H 0.93838 5.27734 4.23891
H 3.14937 5.28240 1.41793
H 2.37886 4.88742 -0.90175
H -1.67803 4.96375 0.42143
H -0.92259 5.36061 2.73785
H 3.60545 2.53715 -5.68537
H 2.84029 0.34439 -4.42167
O 1.98517 -2.72458 2.11434
C 1.01471 -1.93439 2.15534
O 0.63088 -1.09993 1.31973
C 0.16808 -2.00397 3.43559
C -1.12354 -1.48645 3.44615
C -1.90505 -1.55896 4.58801
C -1.36099 -2.13540 5.72252
C -0.07260 -2.64142 5.75201
C 0.68292 -2.58001 4.59429
N -2.18013 -2.21526 6.94526
O -1.65969 -2.67089 7.95421
O -3.33542 -1.82633 6.88986
H -1.49256 -1.00998 2.54779
H -2.91150 -1.16791 4.61245
H 0.31102 -3.07598 6.66383
H 1.68396 -2.98828 4.55667

## Properties
- E_LUMO (eV) = 3.49
- frontier orbital gap (eV) = 6.28
- multiplicity = 1
- total charge = -2

Atom charges from the Mulliken analysis, given in e for atoms 1 to 4: 1.35 -0.51 -0.68 0.75

=====

*b*
The following is a quantum chemistry calculation of a structure of composition C35H28N6O10S3Sn, from OMol25.

CARTESIAN COORDINATES (ANGSTROEM)
Sn -0.37783 -1.04013 0.84674
O 4.41283 -0.35485 -5.16169
C 4.52800 -0.19608 -3.75257
C 3.22729 0.02738 -3.02986
C 3.18139 0.85175 -1.92086
C 2.00315 0.95431 -1.20605
N 0.88704 0.29015 -1.50758
C 0.91908 -0.47354 -2.61232
C 2.05564 -0.60182 -3.40468
C -0.29762 -1.19863 -3.06712
C -0.85371 -0.86417 -4.30066
C -1.97115 -1.55542 -4.74703
C -2.61465 -1.21077 -6.06809
O -2.32363 0.09843 -6.52994
C -2.44833 -2.59128 -3.95769
C -1.80945 -2.87036 -2.75882
N -0.76638 -2.17824 -2.31367
H 3.72754 -1.01025 -5.32123
H 5.19060 0.65504 -3.59384
H 4.99722 -1.08237 -3.30550
H 4.06598 1.38764 -1.59989
H 1.93093 1.61429 -0.34983
H 2.00033 -1.23824 -4.27955
H -0.42616 -0.06332 -4.89011
H -3.69868 -1.36095 -6.00019
H -2.23474 -1.87681 -6.84707
H -2.47732 0.71293 -5.80414
H -3.32021 -3.16512 -4.24675
H -2.15029 -3.67476 -2.12433
O -3.12861 0.65430 3.65410
C -1.98333 0.24651 3.45628
O -1.66509 -0.79595 2.77848
C -0.82616 0.93508 4.15431
C -0.94398 1.14440 5.52380
C 0.10909 1.63894 6.27757
C 1.30906 1.94126 5.64685
C 1.42386 1.78789 4.27582
C 0.36334 1.29271 3.50585
S 0.57122 1.25121 1.75839
H -1.88941 0.90458 5.99650
H -0.01335 1.78409 7.34506
H 2.15230 2.30468 6.22441
H 2.34512 2.04487 3.76779
N -6.68056 -0.84340 5.65408
C -6.14207 -1.33350 4.45146
C -6.84881 -1.18886 3.25984
C -6.30419 -1.65185 2.07509
C -5.06765 -2.27630 2.08865
C -4.37736 -2.47051 3.27389
C -4.92030 -2.00266 4.45280
S -4.34068 -2.72090 0.53204
O -5.39389 -2.61800 -0.46715
O -3.73848 -4.02712 0.65811
N -3.15674 -1.69577 0.22626
C -3.30465 -0.39728 0.01443
S -4.85311 0.45125 -0.04825
C -4.01092 1.93136 -0.37686
C -2.68427 1.70591 -0.42063
N -2.26930 0.41824 -0.21532
H -7.30488 -0.06604 5.50633
H -5.96417 -0.61440 6.32644
H -7.80446 -0.67556 3.26114
H -6.80249 -1.52095 1.12517
H -3.40604 -2.94064 3.24499
H -4.37545 -2.10184 5.38427
H -4.55068 2.85416 -0.50435
H -1.92447 2.44788 -0.62178
O 3.07993 -2.60717 -0.96017
C 3.04129 -1.96672 0.10192
O 2.07815 -1.78240 0.88719
C 4.34940 -1.29615 0.53566
C 4.33782 -0.11915 1.28062
C 5.52530 0.48732 1.64089
C 6.73606 -0.10033 1.27810
C 6.76079 -1.28066 0.53763
C 5.56642 -1.86070 0.16080
N 7.97938 0.50522 1.67938
O 9.02475 -0.07919 1.43041
O 7.94960 1.58210 2.25419
H 3.38114 0.31040 1.56086
H 5.53927 1.40846 2.20565
H 7.71303 -1.71379 0.26869
H 5.54594 -2.76445 -0.43389

## Properties
- E_LUMO (eV) = 3.30
- frontier orbital gap (eV) = 5.70
- multiplicity = 1
- total charge = -2

Atom charges from the Mulliken analysis, given in e for atoms 1 to 4: 1.04 -0.56 -0.68 1.70

=====

Which of them is most stable, and which least? Most stable: *a*; least stable: *b*.